17
Properties=species:S:1:pos:R:3 method="wB97M-V/def2-TZVPD" e_tot_ev=-8773.2140 gap_ev=8.720 lumo_energy_ev=-3.7 smiles="C/C(N)=C/NC=[NH2+]" multiplicity=1 e_homo_ev=-12.4066 total_charge=+1
C -0.34 0.03 -0.25
C 0.73 0.83 -0.49
C -0.97 -1.74 1.34
C 0.74 1.58 -1.72
N -0.14 -0.91 0.78
N -2.33 -1.58 1.18
N 1.90 0.80 0.20
H -1.24 0.09 -0.73
H -0.43 -2.39 2.01
H 1.47 2.49 -1.75
H -0.13 2.00 -2.26
H 1.10 0.99 -2.47
H 0.77 -0.90 1.22
H -2.94 -2.42 1.46
H -2.59 -1.10 0.33
H 1.93 0.64 1.21
H 2.48 1.60 -0.07